1.
Computed, not measured: a structure of composition C22H28N15RuS in a non-equilibrium geometry, with the ωB97M-V functional and the def2-TZVPD basis.

The total charge is +1. As for the orbital gap (alpha / beta): 0.18922 / 0.18878 hartree. As for the total energy: -59029.2199 eV. Its HOMO energy (alpha / beta) is -11.00 / -10.99 eV.

Positions of all 67 atoms, in Å:
Ru -0.62 0.01 -0.87
C 0.03 -2.85 -2.03
N -0.90 -2.42 -0.95
C -2.26 -2.87 -1.27
C -0.43 -2.71 0.38
C -0.96 -3.71 1.17
C -0.46 -3.91 2.45
C 0.55 -3.09 2.95
C 1.08 -2.08 2.17
C 0.59 -1.90 0.88
N 0.90 -0.85 0.02
C 2.11 -0.20 -0.10
C 3.28 -0.52 0.59
C 4.37 0.33 0.51
C 4.29 1.48 -0.27
C 3.18 1.72 -1.08
C 2.12 0.85 -1.04
N 1.01 0.88 -1.98
C 0.67 2.24 -2.46
C 1.38 0.06 -3.17
H -0.09 -3.92 -2.23
H 1.06 -2.67 -1.74
H -0.21 -2.30 -2.94
H -2.31 -3.96 -1.34
H -2.54 -2.45 -2.23
H -2.95 -2.52 -0.51
H -1.75 -4.35 0.80
H -0.86 -4.70 3.06
H 0.90 -3.22 3.97
H 1.79 -1.39 2.58
H 3.34 -1.42 1.19
H 5.27 0.10 1.05
H 5.12 2.18 -0.29
H 3.18 2.58 -1.74
H 1.45 2.64 -3.10
H 0.52 2.90 -1.60
H -0.25 2.17 -3.04
H 2.21 0.53 -3.71
H 0.51 -0.01 -3.82
H 1.70 -0.93 -2.85
N -4.13 0.21 -0.78
C -3.45 -0.01 0.39
N -3.97 0.09 1.58
N -2.95 -0.19 2.43
N -1.88 -0.45 1.78
N -2.16 -0.36 0.44
C -3.50 0.26 -2.00
N -4.10 0.27 -3.17
N -3.10 0.33 -4.07
N -1.96 0.37 -3.49
N -2.17 0.34 -2.13
H -5.14 0.22 -0.76
C 2.27 3.25 3.45
C 1.13 2.25 3.65
C 0.24 2.19 2.45
N 0.54 1.58 1.36
N -0.42 1.73 0.38
C -1.44 2.47 0.77
N -2.46 2.81 -0.03
S -1.28 3.04 2.38
H 2.88 3.31 4.35
H 1.88 4.25 3.24
H 2.90 2.95 2.61
H 0.54 2.53 4.52
H 1.53 1.25 3.82
H -2.53 2.36 -0.93
H -3.30 3.21 0.35

Results of the Löwdin charge analysis, in e, for atoms 1 through 2: 1.385 -0.048

2.
Computed, not measured: the molecule C22H28N2O5S in a non-equilibrium geometry, with the ωB97M-V functional and the def2-TZVPD basis.

As for the orbital gap: 0.33113 hartree. As for the total energy: -47321.2064 eV. Its HOMO energy is -8.90 eV. The SMILES is Cc1c(C(=O)NCCC2=CCCCC2)oc2ccc(S(=O)(=O)N3CCOCC3)cc12.

Positions of all 58 atoms, in Å:
C 0.71 2.82 1.34
C 0.75 1.56 0.56
C -0.27 0.69 0.30
C -1.69 0.75 0.70
O -2.14 1.65 1.39
N -2.43 -0.29 0.26
H -1.99 -0.96 -0.35
C -3.85 -0.38 0.46
H -4.10 -1.37 0.86
H -4.12 0.38 1.20
C -4.63 -0.12 -0.84
C -6.12 -0.16 -0.60
C -6.84 0.95 -0.55
C -8.31 0.99 -0.29
C -8.83 -0.34 0.24
C -8.24 -1.48 -0.58
C -6.73 -1.52 -0.39
H -6.28 -2.23 -1.09
H -6.50 -1.87 0.62
H -8.68 -2.43 -0.28
H -8.48 -1.32 -1.63
H -9.92 -0.36 0.20
H -8.53 -0.46 1.28
H -8.53 1.80 0.42
H -8.82 1.24 -1.23
H -6.36 1.91 -0.71
H -4.35 -0.89 -1.57
H -4.34 0.85 -1.22
O 0.15 -0.38 -0.47
C 1.46 -0.19 -0.70
C 2.31 -1.01 -1.43
C 3.62 -0.62 -1.54
C 4.06 0.56 -0.93
C 3.24 1.38 -0.21
C 1.90 1.00 -0.09
H 3.63 2.28 0.23
S 5.79 0.97 -1.11
O 6.04 2.25 -0.51
O 6.20 0.77 -2.47
N 6.49 -0.26 -0.20
C 7.89 -0.50 -0.52
H 7.96 -0.64 -1.60
C 8.35 -1.74 0.24
H 9.42 -1.91 0.08
O 8.18 -1.57 1.63
C 6.83 -1.32 1.94
H 6.79 -1.18 3.02
C 6.31 -0.07 1.22
H 5.25 0.06 1.41
H 6.86 0.82 1.56
H 6.21 -2.18 1.66
H 7.78 -2.61 -0.11
H 8.50 0.37 -0.23
H 4.34 -1.20 -2.10
H 1.94 -1.92 -1.89
H 1.38 2.75 2.19
H -0.30 3.00 1.69
H 1.03 3.65 0.72

Results of the Löwdin charge analysis, in e, for atoms 1 through 2: -0.010 -0.128

3.
Computed, not measured: the molecule C22H28N2O6S in a non-equilibrium geometry, with the ωB97M-V functional and the def2-TZVPD basis.

As for the orbital gap: 0.33955 hartree. As for the total energy: -49368.2006 eV. Its HOMO energy is -8.68 eV. The SMILES is COc1ccc(OC)c(S(=O)(=O)N2CCC(C(=O)NCc3ccccc3OC)CC2)c1.

Positions of all 59 atoms, in Å:
C 3.42 4.38 -0.29
H 3.81 4.16 -1.29
O 4.07 3.60 0.70
C 4.00 2.25 0.61
C 4.69 1.53 1.58
C 4.68 0.15 1.57
C 3.97 -0.55 0.59
C 3.29 0.17 -0.38
C 3.30 1.56 -0.37
H 2.76 2.05 -1.17
S 2.39 -0.63 -1.72
O 2.08 0.42 -2.65
O 3.16 -1.75 -2.19
N 0.95 -1.19 -1.16
C -0.04 -0.21 -0.80
C -0.03 0.09 0.70
H -0.78 0.85 0.92
H 0.95 0.49 0.99
C -0.28 -1.21 1.47
C -1.69 -1.75 1.18
O -1.91 -2.83 0.67
N -2.68 -0.93 1.60
H -2.45 -0.04 2.02
C -4.07 -1.16 1.29
C -4.67 0.02 0.59
C -5.54 0.88 1.24
C -6.08 1.98 0.60
C -5.75 2.23 -0.72
C -4.88 1.39 -1.39
C -4.33 0.28 -0.75
O -3.47 -0.59 -1.33
C -3.22 -0.49 -2.71
H -2.69 0.43 -2.96
H -2.60 -1.35 -2.96
H -4.15 -0.54 -3.29
H -4.63 1.60 -2.42
H -6.16 3.08 -1.23
H -6.76 2.64 1.12
H -5.80 0.67 2.27
H -4.63 -1.37 2.21
H -4.09 -2.05 0.65
C 0.79 -2.23 1.09
C 0.88 -2.43 -0.42
H 1.76 -3.00 -0.69
H -0.02 -2.97 -0.76
H 0.55 -3.19 1.55
H 1.76 -1.90 1.48
H -0.23 -1.01 2.55
H 0.17 0.68 -1.39
H -1.02 -0.60 -1.08
O 3.90 -1.92 0.63
C 5.02 -2.60 0.08
H 5.03 -2.48 -1.01
H 5.96 -2.23 0.50
H 4.89 -3.65 0.33
H 5.21 -0.41 2.33
H 5.23 2.07 2.34
H 2.34 4.21 -0.27
H 3.63 5.41 -0.03

Results of the Löwdin charge analysis, in e, for atoms 1 through 2: -0.077 0.100

4.
Computed, not measured: the molecule C22H28N2O6S2, with the ωB97M-V functional and the def2-TZVPD basis.

As for the orbital gap: 0.33557 hartree. As for the total energy: -60203.2640 eV. Its HOMO energy is -9.16 eV. The SMILES is O=S(=O)(NC[C@@H]1CCCO1)c1ccc(-c2ccc(S(=O)(=O)NC[C@@H]3CCCO3)cc2)cc1.

Positions of all 60 atoms, in Å:
O -5.55 0.15 0.33
S -4.53 0.94 0.96
O -4.66 1.26 2.36
N -4.29 2.36 0.09
H -4.23 3.14 0.72
C -5.26 2.63 -0.96
H -4.81 3.33 -1.66
C -6.56 3.20 -0.37
C -7.58 3.60 -1.45
H -8.59 3.45 -1.08
C -7.29 5.08 -1.65
H -6.45 5.22 -2.33
C -6.90 5.50 -0.23
H -7.80 5.74 0.36
O -6.25 4.39 0.35
H -6.22 6.35 -0.19
H -8.14 5.64 -2.02
H -7.45 3.01 -2.36
H -6.96 2.46 0.33
H -5.47 1.68 -1.46
C -2.95 0.16 0.70
C -2.76 -0.65 -0.40
C -1.52 -1.22 -0.62
C -0.47 -1.00 0.26
C -0.68 -0.18 1.38
C -1.92 0.40 1.59
H -2.11 1.03 2.45
H 0.13 0.01 2.06
C 0.85 -1.61 0.04
C 1.41 -1.63 -1.24
C 2.65 -2.19 -1.45
C 3.34 -2.74 -0.39
C 2.80 -2.75 0.88
C 1.55 -2.18 1.10
H 1.11 -2.19 2.08
H 3.35 -3.21 1.68
S 4.99 -3.37 -0.65
O 5.07 -3.93 -1.97
O 5.37 -4.16 0.49
N 5.84 -1.94 -0.67
H 6.25 -1.72 -1.56
C 6.61 -1.54 0.48
H 6.31 -2.18 1.31
C 6.36 -0.06 0.84
C 4.87 0.25 1.08
H 4.77 0.98 1.89
C 4.43 0.87 -0.25
H 4.17 0.08 -0.95
C 5.71 1.57 -0.69
H 5.79 2.56 -0.22
O 6.78 0.76 -0.25
H 5.80 1.69 -1.77
H 3.59 1.56 -0.14
H 4.31 -0.64 1.33
H 6.97 0.18 1.72
H 7.69 -1.67 0.31
H 3.10 -2.22 -2.43
H 0.87 -1.18 -2.07
H -1.37 -1.87 -1.47
H -3.59 -0.83 -1.06

Results of the Löwdin charge analysis, in e, for atoms 1 through 2: -0.286 0.659

5.
Computed, not measured: a structure of composition C22H28N3NaO5S3Si, with the ωB97M-V functional and the def2-TZVPD basis.

The total charge is -2. As for the orbital gap: 0.23659 hartree. As for the total energy: -82782.0090 eV. Its HOMO energy is -2.32 eV.

Positions of all 63 atoms, in Å:
Na -0.88 0.14 -0.27
C 0.39 2.90 1.66
C 0.32 2.79 0.14
C 1.20 3.84 -0.51
O 0.75 1.48 -0.27
C -1.19 2.98 -0.24
O -1.57 4.14 -0.39
O -1.88 1.93 -0.26
H 1.41 2.70 2.01
H -0.29 2.19 2.13
H 0.10 3.91 1.96
H 2.20 3.82 -0.07
H 0.76 4.83 -0.38
H 1.29 3.64 -1.58
H 1.61 1.31 0.16
O -3.81 -1.83 0.82
C -3.76 -3.17 0.68
C -4.69 -3.93 1.39
C -4.69 -5.31 1.29
C -3.76 -5.95 0.47
C -2.85 -5.18 -0.24
C -2.83 -3.79 -0.16
C -1.83 -2.98 -0.95
O -1.68 -1.74 -0.63
N -1.19 -3.65 -1.86
N -0.32 -2.88 -2.65
C 0.84 -2.69 -2.19
S 2.08 -1.88 -3.16
C 3.02 -1.36 -1.70
C 3.06 -2.52 -0.73
S 1.39 -3.19 -0.58
H -3.03 -1.50 0.28
H -5.40 -3.41 2.02
H -5.41 -5.89 1.85
H -3.75 -7.03 0.39
H -2.12 -5.65 -0.90
H 2.54 -0.50 -1.24
H 4.02 -1.07 -2.02
H 3.37 -2.17 0.26
H 3.75 -3.30 -1.08
C 5.06 2.00 4.43
Si 4.63 0.18 4.48
C 5.95 -0.83 3.62
C 4.74 -0.30 6.31
C 2.91 -0.27 3.91
C 2.00 -0.87 4.77
C 0.73 -1.24 4.32
C 0.44 -0.99 2.99
N 1.28 -0.41 2.14
C 2.50 -0.03 2.57
S 3.57 0.78 1.46
H 5.94 2.19 5.06
H 4.23 2.61 4.82
H 5.26 2.33 3.41
H 6.93 -0.63 4.04
H 5.96 -0.60 2.55
H 5.74 -1.90 3.73
H 5.73 -0.04 6.70
H 4.60 -1.37 6.46
H 4.00 0.23 6.91
H 2.27 -1.06 5.80
H 0.01 -1.71 4.97
H -0.52 -1.29 2.58

Results of the Löwdin charge analysis, in e, for atoms 1 through 2: 0.432 -0.024

6.
Computed, not measured: the molecule C22H28N4O4S in a non-equilibrium geometry, with the ωB97M-V functional and the def2-TZVPD basis.

As for the orbital gap: 0.31897 hartree. As for the total energy: -48254.1158 eV. Its HOMO energy is -8.27 eV. The SMILES is CCc1ccc(C(=O)NNC(=O)c2cc(S(=O)(=O)N(C)C)ccc2N2CCCC2)cc1.

Positions of all 59 atoms, in Å:
C -4.67 -1.92 -1.55
H -4.51 -1.04 -0.92
H -5.40 -1.66 -2.31
H -5.07 -2.72 -0.93
C -3.37 -2.35 -2.21
C -2.28 -2.79 -1.27
C -2.33 -2.56 0.10
C -1.27 -2.93 0.91
C -0.15 -3.55 0.38
C -0.11 -3.82 -0.99
C -1.16 -3.44 -1.79
H -1.12 -3.64 -2.86
H 0.76 -4.32 -1.40
C 1.01 -3.90 1.23
O 1.51 -5.00 1.32
N 1.49 -2.86 2.00
N 1.26 -1.52 1.68
C 1.59 -1.03 0.44
O 2.29 -1.66 -0.32
C 1.00 0.30 0.14
C -0.37 0.43 0.31
C -1.05 1.53 -0.17
C -0.37 2.51 -0.87
C 0.99 2.42 -1.03
C 1.73 1.34 -0.50
N 3.08 1.35 -0.58
C 3.81 2.38 -1.31
H 3.66 3.36 -0.84
C 5.27 1.95 -1.19
H 5.95 2.80 -1.26
H 5.52 1.24 -1.98
C 5.30 1.26 0.17
C 3.98 0.50 0.16
H 3.59 0.31 1.16
H 4.10 -0.47 -0.35
H 6.16 0.61 0.29
H 5.31 2.01 0.96
H 3.48 2.42 -2.35
H 1.49 3.20 -1.58
H -0.93 3.33 -1.29
S -2.80 1.70 0.16
O -3.41 2.45 -0.89
O -3.34 0.42 0.52
N -2.87 2.65 1.55
C -2.33 2.01 2.72
H -2.67 0.98 2.70
H -2.72 2.50 3.61
H -1.23 2.04 2.74
C -2.49 4.03 1.36
H -1.40 4.15 1.34
H -2.91 4.35 0.41
H -2.91 4.63 2.16
H -0.95 -0.37 0.76
H 0.55 -1.05 2.23
H 2.38 -3.05 2.45
H -1.33 -2.75 1.98
H -3.18 -2.06 0.53
H -3.57 -3.17 -2.91
H -2.98 -1.52 -2.80

Results of the Löwdin charge analysis, in e, for atoms 1 through 2: -0.102 0.045

7.
Computed, not measured: a structure of composition C22H29AgN3O5Sb2, with the ωB97M-V functional and the def2-TZVPD basis.

The total charge is -1. As for the orbital gap: 0.27354 hartree. As for the total energy: -55068.2060 eV. Its HOMO energy is -5.04 eV.

Positions of all 62 atoms, in Å:
Ag 0.32 0.61 0.11
O -3.33 0.99 -5.23
C -2.52 0.91 -4.13
C -1.14 0.80 -4.23
C -0.40 0.71 -3.07
N -0.98 0.74 -1.87
C -2.31 0.84 -1.77
C -3.12 0.94 -2.88
C -2.91 0.76 -0.35
O -4.09 1.13 -0.25
O -2.13 0.33 0.54
C 1.13 0.54 -3.12
O 1.65 0.76 -4.23
O 1.67 0.19 -2.04
H -2.77 0.95 -6.01
H -0.62 0.78 -5.19
H -4.19 1.02 -2.76
C 0.08 0.34 3.71
Sb 1.60 -1.03 4.38
C 3.00 -0.66 2.80
C 0.64 -2.71 3.40
C 1.57 -3.74 2.81
C 2.76 -4.09 3.46
C 3.64 -5.01 2.92
C 3.35 -5.60 1.70
C 2.17 -5.27 1.05
C 1.26 -4.36 1.60
C -0.02 -4.05 0.88
Sb 0.09 -2.22 -0.32
C 1.26 -3.14 -1.85
C -1.79 -2.57 -1.26
H -0.89 -0.01 4.05
H 0.08 0.38 2.62
H 0.25 1.34 4.11
H 3.76 -1.43 2.80
H 3.46 0.31 2.95
H 2.48 -0.66 1.84
H 0.02 -2.26 2.63
H -0.04 -3.16 4.13
H 3.00 -3.62 4.41
H 4.56 -5.25 3.45
H 4.03 -6.31 1.25
H 1.92 -5.74 0.11
H -0.86 -3.94 1.57
H -0.26 -4.84 0.16
H 0.80 -4.10 -2.13
H 2.28 -3.30 -1.50
H 1.29 -2.48 -2.72
H -1.88 -3.63 -1.51
H -1.86 -1.98 -2.17
H -2.59 -2.26 -0.58
C -0.27 5.56 0.29
N 0.93 4.75 0.09
C 1.78 5.04 -1.06
C 0.99 3.55 0.64
N 1.02 2.48 1.07
H 0.01 6.59 0.48
H -0.83 5.18 1.14
H -0.91 5.51 -0.60
H 2.19 6.04 -0.96
H 1.20 4.97 -1.98
H 2.59 4.31 -1.11

Results of the Löwdin charge analysis, in e, for atoms 1 through 2: 0.566 0.048